Here is an isolated ion of composition C11H13N2 and charge +1 from OMol25. Energies are from ωB97M-V/def2-TZVPD.

```
26
Properties=species:S:1:pos:R:3:forces:R:3
C -1.190738 -3.591819 -1.043108 -0.499 1.808 0.818
C -1.317646 -2.583419 -2.012829 1.159 -1.041 -0.477
C -0.645822 -3.253967 0.216561 0.681 -0.834 -1.735
C -0.772997 -1.347288 -1.787123 -0.283 1.068 1.476
C -0.062249 -2.027270 0.385163 -0.331 1.107 0.648
C -0.283777 -0.996241 -0.526069 0.481 -1.426 0.046
C -0.540270 2.764441 -0.010638 1.313 2.254 1.638
C -0.690703 1.478258 -0.570819 -0.393 -1.149 0.282
C 0.152491 2.974645 1.107085 -0.734 1.089 0.522
C -0.072373 0.347817 -0.081425 1.341 3.131 -0.003
C 1.192300 0.783170 0.880879 -1.463 -2.616 -1.933
N 2.200668 1.222667 0.014063 1.856 2.650 2.028
N 0.555680 1.797537 1.815278 2.028 -0.125 1.473
H -1.601171 -4.549062 -1.260922 -0.085 -0.672 0.089
H -1.617660 -2.845388 -3.018709 -0.307 0.002 0.073
H -0.460807 -3.995886 0.950999 -0.136 -0.685 0.531
H -0.693305 -0.523568 -2.441021 -0.528 0.360 -1.448
H 0.518420 -1.754826 1.260200 -0.363 -0.514 0.303
H -0.949581 3.715663 -0.339918 -0.159 -0.532 -1.048
H -1.389715 1.591450 -1.360121 -0.745 -1.323 -0.794
H 0.448070 3.937886 1.590035 -0.678 -1.031 -0.570
H 1.545465 -0.105476 1.448970 -0.270 0.982 0.124
H 1.817257 1.872440 -0.708503 0.668 -0.574 0.904
H 2.883368 1.776606 0.708040 -1.222 -1.465 -2.685
H 1.118877 2.172251 2.622265 -0.222 -1.274 -0.795
H -0.143782 1.139379 2.161667 -1.108 0.809 0.534
```
Forces are in eV/Å.

Highest occupied orbital energy, eV: -12.0
Total charge: +1
SMILES: N[C@H]1[NH2+]C=CC=C1c1ccccc1
Electronic energy, Eh: -536.13461

natural (NBO) charges in e: number 1, C, carries -0.14; number 2, C, carries -0.20; number 3, C, carries -0.21; number 4, C, carries -0.16; number 5, C, carries -0.15; number 6, C, carries -0.13; number 7, C, carries -0.18; number 8, C, carries -0.29; number 9, C, carries -0.11; number 10, C, carries 0.08; number 11, C, carries 0.08; number 12, N, carries -0.78; number 13, N, carries -0.56; number 14, H, carries 0.23; number 15, H, carries 0.23; number 16, H, carries 0.23; number 17, H, carries 0.22; number 18, H, carries 0.19; number 19, H, carries 0.26; number 20, H, carries 0.25; number 21, H, carries 0.25; number 22, H, carries 0.23; number 23, H, carries 0.39; number 24, H, carries 0.37; number 25, H, carries 0.45; number 26, H, carries 0.45

***

Here is C3H8Br2GaIOP as an isolated structure from OMol25. Energies are from ωB97M-V/def2-TZVPD.

```
17
Properties=species:S:1:pos:R:3:forces:R:3
C 2.372704 -0.664990 0.363739 -0.318 0.279 0.092
C 1.465569 0.512368 0.716527 -0.029 -0.413 0.210
Br 0.319942 0.043459 2.283488 0.043 0.076 -0.036
C 0.618607 0.922406 -0.440918 -0.904 -0.022 0.000
Br -0.061799 2.729024 -0.093240 -0.049 0.070 -0.195
Ga -0.856320 -0.453639 -0.865693 0.302 -0.170 0.039
I -1.328951 -0.470814 -3.467070 0.091 0.055 0.166
P -2.953022 -0.061910 0.148929 -0.055 0.720 0.268
O -3.261349 1.326775 0.626124 -0.073 0.142 0.036
H 2.256818 -1.464725 1.073545 0.096 -0.311 0.260
H 3.402650 -0.338782 0.352528 0.352 0.036 -0.078
H 2.094044 -1.055865 -0.604156 0.049 -0.147 -0.308
H 2.018592 1.353284 1.098189 0.272 0.210 0.222
H 1.253259 1.022716 -1.307852 0.255 0.097 -0.301
H -0.303584 -1.883597 -0.429120 -0.109 0.006 -0.175
H -3.032534 -0.985583 1.231698 -0.066 -0.261 -0.197
H -4.004627 -0.530127 -0.686718 0.145 -0.369 -0.001
```
Forces are in eV/Å.

Highest occupied orbital energy, eV: -5.0
Total charge: -1
Electronic energy, Eh: -7906.33175

natural (NBO) charges in e: number 1, C, carries -0.64; number 2, C, carries -0.22; number 3, Br, carries -0.06; number 4, C, carries -0.72; number 5, Br, carries -0.03; number 6, Ga, carries 0.72; number 7, I, carries -0.48; number 8, P, carries 1.00; number 9, O, carries -1.14; number 10, H, carries 0.23; number 11, H, carries 0.21; number 12, H, carries 0.23; number 13, H, carries 0.21; number 14, H, carries 0.23; number 15, H, carries -0.31; number 16, H, carries -0.11; number 17, H, carries -0.10

***

Here is a 3-piece molecular cluster, C3H7O2 overall from OMol25. Energies are from ωB97M-V/def2-TZVPD.

```
12
Properties=species:S:1:pos:R:3:forces:R:3
C 0.614073 -2.040372 -2.521299 -0.962 2.133 -2.291
O 0.806402 -2.761145 -3.471617 0.139 -0.005 0.786
H 0.618372 -2.346981 -1.492282 0.204 -0.314 0.806
H 0.309426 -0.914462 -2.752430 0.626 -1.772 0.786
H -3.641626 3.641118 -1.473931 -0.213 0.249 -0.307
C 1.308725 -0.535074 2.191225 -3.648 -1.405 0.475
C 0.511062 0.571535 2.284007 -0.103 1.767 1.980
O -0.715025 0.825938 2.503109 -0.059 -1.182 -0.528
H 2.259836 -0.459504 1.846331 2.800 0.206 -0.586
H 0.819878 -1.508935 2.335883 0.333 0.051 -0.439
H 1.110974 1.471538 2.541837 0.666 0.525 -0.993
H -4.002097 4.056345 -1.990832 0.216 -0.252 0.311
```
Forces are in eV/Å.

Highest occupied orbital energy, eV: -2.3
Total charge: -1
Electronic energy, Eh: -268.89228

natural (NBO) charges in e: number 1, C, carries 0.28; number 2, O, carries -0.53; number 3, H, carries 0.14; number 4, H, carries 0.10; number 5, H, carries 0.02; number 6, C, carries -0.80; number 7, C, carries 0.25; number 8, O, carries -0.80; number 9, H, carries 0.17; number 10, H, carries 0.15; number 11, H, carries 0.04; number 12, H, carries -0.02

***

Here is C17H31F5MoP2 as an isolated structure from OMol25. Energies are from ωB97M-V/def2-TZVPD.

```
56
Properties=species:S:1:pos:R:3:forces:R:3
P 0.856346 -2.553407 1.509593 -1.181 1.313 -0.820
P -0.006384 1.997725 1.567873 2.010 0.035 -0.370
C 0.428376 -0.902430 0.726475 0.871 -0.316 -0.162
C 1.050126 0.461828 1.122912 -0.046 -0.366 0.050
H -0.678028 -0.817283 0.665439 -0.017 -0.213 0.011
H 0.910494 -1.138617 -0.262553 -0.670 0.170 -0.106
H 1.845343 0.364760 1.885189 -0.362 0.301 0.076
H 1.553041 0.852348 0.210244 -0.143 -0.025 0.559
C -1.118181 3.041303 0.610662 -1.267 -0.680 -0.839
H -1.500989 3.854365 1.218767 0.074 0.106 0.492
H -1.962871 2.491685 0.176229 0.173 0.140 0.263
H -0.559804 3.489802 -0.214781 0.136 -0.259 0.124
C 1.430485 3.134683 1.628390 0.175 0.148 0.347
H 1.330364 3.882547 0.820987 0.048 -0.351 0.502
H 2.363551 2.567505 1.476698 -0.352 0.387 0.262
H 1.437177 3.638565 2.611926 0.207 -0.093 -0.560
C -0.388395 -3.691404 0.854387 0.020 -0.001 0.104
H -0.493178 -4.522909 1.571699 -0.025 0.201 -0.364
H -0.089482 -4.079587 -0.133623 -0.087 0.153 0.420
H -1.351214 -3.162056 0.760476 0.319 -0.270 0.123
C 2.484780 -3.033916 0.951918 0.418 -0.028 0.267
H 3.119578 -2.142287 0.858316 -0.061 -0.270 0.092
H 2.423844 -3.536371 -0.024003 -0.064 0.166 0.289
H 2.931652 -3.719984 1.686414 -0.042 0.145 -0.256
Mo -0.480192 0.107602 -1.365365 -0.588 -0.205 4.912
C 0.102721 1.599249 -2.569071 -0.702 0.398 -0.612
C -1.354061 1.581782 -2.487646 0.426 0.757 -0.159
C -2.279329 0.728163 -3.294576 -0.646 0.601 -1.197
C -1.885220 -0.727338 -3.584623 -0.629 -1.015 -1.047
C -1.069884 -1.441114 -2.519284 0.503 -0.733 -0.295
C 0.404888 -1.421384 -2.449059 -0.326 -0.032 -0.083
C 1.289495 -0.569381 -3.336385 0.920 -0.592 -0.737
C 0.862967 0.897525 -3.642329 1.077 0.251 -1.188
C 0.623574 -2.287782 3.244480 0.102 -0.346 0.241
H 0.593792 2.383227 -1.975251 -0.061 0.117 -0.536
H -1.786051 2.518431 -2.166320 -0.236 -0.055 0.409
H -2.424935 1.211083 -4.261581 -0.125 -0.044 -0.309
H -3.282574 0.759541 -2.851120 0.314 0.000 0.256
H -2.840036 -1.275796 -3.701934 0.510 0.177 -0.032
H -1.413296 -0.780939 -4.578127 0.082 -0.085 0.390
H -1.566855 -2.279342 -1.990665 0.270 0.393 -0.367
H 0.943472 -2.245661 -1.943637 -0.479 0.230 -0.471
H 1.432999 -1.116665 -4.280915 0.035 0.374 -0.046
H 2.303494 -0.515165 -2.898686 -0.419 -0.244 0.074
H 1.779521 1.493844 -3.798741 -0.192 -0.478 -0.154
H 0.355110 0.913565 -4.616739 -0.175 0.160 0.403
H 1.258198 -1.456356 3.561535 0.018 -0.205 0.185
H 0.843949 -3.206182 3.791407 0.089 0.169 0.195
H -0.424338 -2.011972 3.404832 0.259 -0.191 -0.086
F -0.817618 3.291247 3.663246 0.408 -1.604 -0.417
C -0.481416 1.970799 3.382668 1.028 1.254 1.453
F 0.712112 1.684773 4.071483 -1.616 0.170 -1.090
C -1.582509 1.124450 4.042610 -2.265 -0.746 2.010
F -1.614571 1.438040 5.366593 0.269 -0.238 -1.761
F -2.815700 1.382462 3.529949 1.657 -0.028 0.047
F -1.404313 -0.227594 3.973631 0.357 1.398 -0.494
```
Forces are in eV/Å.

Highest occupied orbital energy (alpha / beta), eV: -12.5 / -12.7
Total charge: +2
Spin multiplicity: 3
Electronic energy, Eh: -1915.76640

natural (NBO) charges in e: number 1, P, carries 1.60; number 2, P, carries 1.37; number 3, C, carries -0.80; number 4, C, carries -0.67; number 5, H, carries 0.27; number 6, H, carries 0.29; number 7, H, carries 0.28; number 8, H, carries 0.27; number 9, C, carries -0.96; number 10, H, carries 0.31; number 11, H, carries 0.29; number 12, H, carries 0.28; number 13, C, carries -0.94; number 14, H, carries 0.27; number 15, H, carries 0.26; number 16, H, carries 0.30; number 17, C, carries -0.97; number 18, H, carries 0.29; number 19, H, carries 0.29; number 20, H, carries 0.28; number 21, C, carries -0.99; number 22, H, carries 0.28; number 23, H, carries 0.29; number 24, H, carries 0.30; number 25, Mo, carries 0.55; number 26, C, carries -0.34; number 27, C, carries -0.40; number 28, C, carries -0.44; number 29, C, carries -0.45; number 30, C, carries -0.35; number 31, C, carries -0.34; number 32, C, carries -0.45; number 33, C, carries -0.45; number 34, C, carries -0.98; number 35, H, carries 0.21; number 36, H, carries 0.24; number 37, H, carries 0.24; number 38, H, carries 0.23; number 39, H, carries 0.25; number 40, H, carries 0.23; number 41, H, carries 0.23; number 42, H, carries 0.20; number 43, H, carries 0.25; number 44, H, carries 0.21; number 45, H, carries 0.25; number 46, H, carries 0.24; number 47, H, carries 0.27; number 48, H, carries 0.29; number 49, H, carries 0.29; number 50, F, carries -0.29; number 51, C, carries 0.37; number 52, F, carries -0.31; number 53, C, carries 0.93; number 54, F, carries -0.27; number 55, F, carries -0.29; number 56, F, carries -0.32